[1]
3 unconnected molecules or ions with the total composition C8H13F9N2O5P2 in a non-equilibrium geometry, computed with the ωB97M-V functional and the def2-TZVPD basis.

Structure (XYZ):
```
39
Properties=species:S:1:pos:R:3:nbo_charge:R:1
O 0.3824 -3.4096 0.6843 -1.070
P -1.0621 -2.7647 0.6946 1.137
P -1.3745 -1.3335 -0.9786 0.151
C -1.2079 0.3828 -0.1540 -0.683
C 0.1645 1.2156 -0.6142 -0.484
C 1.5567 0.4725 -0.1045 0.647
F 1.1908 -0.2068 1.1920 -0.346
F 1.8316 -0.6104 -1.0724 -0.335
C 2.7963 1.4923 0.1967 0.603
F 2.9579 1.5233 1.6981 -0.312
F 2.5068 2.9279 -0.1756 -0.329
C 4.2204 1.1191 -0.5179 0.588
F 5.0968 2.3389 -0.3439 -0.318
F 4.1243 0.9550 -2.0173 -0.303
C 5.0535 -0.1101 0.2025 0.937
F 4.3354 -1.4031 0.2429 -0.296
F 6.2630 -0.3396 -0.6735 -0.326
F 5.5847 0.2123 1.5467 -0.297
H -1.1791 -2.0315 1.9510 -0.039
H -2.1427 -3.7301 0.6588 -0.039
H -0.3696 -1.5285 -2.0023 0.058
H -2.1159 1.0722 -0.5085 0.260
H -1.3193 0.2867 1.0075 0.258
H 0.0253 2.3004 -0.1918 0.286
H 0.2133 1.1775 -1.8056 0.239
C -5.0865 -5.9676 1.4020 -0.485
N -4.9857 -4.5482 0.9675 0.518
O -4.6344 -4.3370 -0.1991 -0.370
O -5.2621 -3.6862 1.8098 -0.374
H -4.8162 -6.6137 0.5640 0.235
H -4.3948 -6.1071 2.2352 0.239
H -6.1191 -6.1457 1.7089 0.239
C 0.2200 5.6881 -1.1876 -0.484
N -1.0093 4.9031 -0.8941 0.528
O -2.0319 5.1961 -1.5245 -0.351
O -0.9130 4.0150 -0.0392 -0.398
H -0.0096 6.4307 -1.9548 0.236
H 0.5296 6.1746 -0.2604 0.242
H 0.9803 4.9893 -1.5426 0.241
```

Calculated values
total charge	0
energy relative to the best compared isomer or geometry (same formula, charge and spin)	6.603	eV
Kohn-Sham gap	8.09	eV
highest occupied orbital energy	-8.582	eV
LUMO	-0.5	eV
SMILES	O=[PH2]PCCC(F)(F)C(F)(F)C(F)(F)C(F)(F)F.C[N+](=O)[O-].C[N+](=O)[O-]


[2]
A single C8H13N molecule in a non-equilibrium geometry, computed with the ωB97M-V functional and the def2-TZVPD basis.

Structure (XYZ):
```
22
Properties=species:S:1:pos:R:3:nbo_charge:R:1
C -0.5291 -0.2848 0.9441 0.223
C -1.5201 -1.2196 1.5943 -0.651
C 1.1417 -2.0409 -0.7739 -0.715
C 0.0476 2.7962 -1.0949 -0.630
C 0.1687 -0.9489 -1.0088 0.001
C -0.0936 1.3280 -0.8596 -0.088
N 0.5699 -0.0025 1.7678 -0.804
C -0.9926 0.7304 0.0851 -0.146
C 0.5598 0.3017 -1.5188 -0.302
H 1.2809 0.5557 1.3139 0.385
H 0.9672 -0.8089 2.2308 0.369
H -2.0446 0.9794 0.0969 0.207
H 1.2766 0.4328 -2.3255 0.211
H -1.8293 -0.8424 2.5722 0.223
H -2.4027 -1.3338 0.9657 0.230
H -1.0653 -2.2031 1.7381 0.218
H 1.7692 -2.1135 -1.6761 0.221
H 0.6476 -3.0027 -0.6729 0.203
H 1.8079 -1.8830 0.0931 0.203
H -0.9289 3.2788 -1.1375 0.218
H 0.5539 2.9989 -2.0438 0.211
H 0.6152 3.2823 -0.2900 0.214
```

Calculated values
total charge	0
energy relative to the best compared isomer or geometry (same formula, charge and spin)	4.276	eV
Kohn-Sham gap (alpha / beta)	7.27 / 7.26	eV
highest occupied orbital energy (alpha / beta)	-6.676 / -6.674	eV
LUMO (alpha / beta)	0.6 / 0.6	eV


[3]
2 unconnected molecules or ions with the total composition C8H13N in a non-equilibrium geometry, computed with the ωB97M-V functional and the def2-TZVPD basis.

Structure (XYZ):
```
22
Properties=species:S:1:pos:R:3:nbo_charge:R:1
C -0.0075 2.3335 -1.3092 -0.580
C 0.4797 1.7954 0.0639 -0.447
C 0.8953 0.3693 0.0660 0.026
C 1.1497 -0.8132 0.5724 0.009
C 0.9841 -1.7770 1.6518 -0.668
C 1.9084 -0.5080 -0.7760 -0.475
H 0.6623 2.0520 -2.1768 0.209
H -0.0482 3.3509 -1.1848 0.208
H -0.9740 1.7161 -1.4146 0.199
H -0.3041 2.0012 0.7245 0.231
H 1.4244 2.3441 0.1576 0.220
H 0.7334 -1.3395 2.6591 0.234
H 1.9011 -2.4215 1.7213 0.233
H 0.0993 -2.3789 1.4602 0.226
H 2.8843 -0.1884 -0.5439 0.190
H 1.5496 -1.1958 -1.5268 0.197
C -2.0253 -1.1710 -0.2782 -0.768
C -2.5993 -0.3084 0.6431 0.280
N -3.0743 0.4342 1.3828 -0.326
H -2.2353 -0.9293 -1.4309 0.259
H -2.4820 -2.1500 -0.2727 0.258
H -0.9217 -1.2158 -0.1886 0.283
```

Calculated values
total charge	0
energy relative to the best compared isomer or geometry (same formula, charge and spin)	3.943	eV
Kohn-Sham gap	9.59	eV
highest occupied orbital energy	-8.836	eV
LUMO	0.7	eV
SMILES	CCC1=C(C)C1.CC#N


[4]
A gas-phase ion, C8H13N2 (charge +1) in a non-equilibrium geometry, computed with the ωB97M-V functional and the def2-TZVPD basis.

Structure (XYZ):
```
23
Properties=species:S:1:pos:R:3:nbo_charge:R:1
C -3.4758 0.8949 -0.3283 -0.193
C -3.7990 -0.4543 0.0656 -0.224
C -2.1063 1.0729 -0.3709 -0.088
C -2.5817 -1.0934 0.2579 -0.053
C 0.8465 0.4519 0.6222 -0.261
C 1.6650 -0.8651 -1.0402 -0.396
C -0.3492 -0.4749 0.4248 0.191
C 3.3591 0.4429 0.1069 -0.429
N -1.5299 -0.1611 -0.0274 -0.342
N 2.0668 -0.3248 0.2517 -0.371
H -4.0852 1.6678 -0.4175 0.224
H -4.8198 -0.9936 0.0203 0.265
H -1.6486 2.0137 -0.6933 0.248
H -2.5127 -2.0446 0.5829 0.227
H 0.9661 1.4014 -0.0083 0.244
H 0.9618 0.8219 1.6024 0.225
H 2.2601 -1.7693 -1.4234 0.216
H 1.7771 -0.0868 -1.6659 0.158
H -0.3164 -1.3304 1.0401 0.217
H 3.4303 1.1256 0.9190 0.225
H 4.2516 -0.1855 -0.0087 0.253
H 3.3676 0.9555 -0.8477 0.232
H 2.2725 -1.0648 0.9379 0.432
```

Calculated values
total charge	+1
energy relative to the best compared isomer or geometry (same formula, charge and spin)	6.215	eV
Kohn-Sham gap (alpha / beta)	6.81 / 7.98	eV
highest occupied orbital energy (alpha / beta)	-11.295 / -12.233	eV
LUMO (alpha / beta)	-4.5 / -4.2	eV


[5]
A gas-phase ion, C8H13N2 (charge +1) in a non-equilibrium geometry, computed with the ωB97M-V functional and the def2-TZVPD basis.

Structure (XYZ):
```
23
Properties=species:S:1:pos:R:3:nbo_charge:R:1
C -2.0222 1.4936 -2.0616 -0.716
C -1.1340 1.1455 -0.9441 0.316
N -1.2080 1.7294 0.2562 -0.474
C -0.3146 1.8097 1.2852 0.174
N 0.4920 1.1966 2.0346 -0.257
C 0.8065 -0.1335 2.0220 -0.123
C -0.1346 -1.3414 1.5838 -0.406
C 1.0378 -1.0297 0.8162 -0.037
C 1.9077 -1.1999 -0.0941 -0.124
C 1.8787 -2.3676 -1.1273 -0.635
H -1.8109 1.0775 -3.0755 0.285
H -2.2835 2.5605 -2.0042 0.263
H -2.8997 0.9977 -1.8325 0.278
H -0.3385 0.5497 -1.2491 0.238
H -1.8678 2.5909 0.3633 0.456
H -0.6114 2.7522 1.7832 0.173
H 1.5153 -0.3767 2.7219 0.219
H -0.1105 -2.0035 2.4704 0.264
H -1.0582 -1.0696 1.2164 0.213
H 2.6650 -0.5318 -0.2642 0.213
H 0.8919 -2.4582 -1.3557 0.208
H 2.0723 -3.2632 -0.5671 0.239
H 2.5266 -2.1282 -1.9779 0.231
```

Calculated values
total charge	+1
energy relative to the best compared isomer or geometry (same formula, charge and spin)	6.366	eV
Kohn-Sham gap (alpha / beta)	7.25 / 7.25	eV
highest occupied orbital energy (alpha / beta)	-12.803 / -12.803	eV
LUMO (alpha / beta)	-5.5 / -5.5	eV
SMILES	C/C=[NH+]/C=N\[C@H]1C/C1=C\C


[6]
A gas-phase ion, C8H13N2 (charge +1) in a non-equilibrium geometry, computed with the ωB97M-V functional and the def2-TZVPD basis.

Structure (XYZ):
```
23
Properties=species:S:1:pos:R:3:nbo_charge:R:1
C 1.5285 2.2479 -0.2621 -0.410
N 0.7834 0.9728 0.0542 -0.410
C 1.3838 -0.1631 -0.6523 -0.009
N 0.3583 -1.3155 -0.5373 -0.354
C 0.7323 -2.3369 0.4883 -0.421
C -0.9000 -0.6040 -0.3789 0.045
C -2.2249 -0.7835 -0.2921 -0.110
C -2.8682 0.4902 -0.0232 -0.477
C -1.7070 1.5028 0.1034 -0.243
C -0.5835 0.8687 -0.0820 0.117
H 2.3181 2.5224 0.4751 0.230
H 2.0029 2.1542 -1.1609 0.189
H 0.7871 3.0032 -0.4545 0.230
H 1.4281 0.1676 -1.6225 0.192
H 2.3361 -0.3586 -0.3332 0.220
H 0.4495 -1.8784 -1.4066 0.452
H 0.8717 -1.8721 1.4773 0.243
H -0.0324 -3.0464 0.6001 0.239
H 1.6916 -2.6922 0.4088 0.237
H -2.7397 -1.7649 -0.2376 0.244
H -3.4804 0.2587 0.8868 0.267
H -3.6138 0.9694 -0.6737 0.279
H -1.8835 2.5917 0.4419 0.251
```

Calculated values
total charge	+1
energy relative to the best compared isomer or geometry (same formula, charge and spin)	3.942	eV
Kohn-Sham gap	8.95	eV
highest occupied orbital energy	-12.026	eV
LUMO	-3.1	eV
SMILES	CN1C[N@@H+](C)C2=CCC=C21


Copy entry 2 word for word.
A single C8H13N molecule in a non-equilibrium geometry, computed with the ωB97M-V functional and the def2-TZVPD basis.

Structure (XYZ):
```
22
Properties=species:S:1:pos:R:3:nbo_charge:R:1
C -0.5291 -0.2848 0.9441 0.223
C -1.5201 -1.2196 1.5943 -0.651
C 1.1417 -2.0409 -0.7739 -0.715
C 0.0476 2.7962 -1.0949 -0.630
C 0.1687 -0.9489 -1.0088 0.001
C -0.0936 1.3280 -0.8596 -0.088
N 0.5699 -0.0025 1.7678 -0.804
C -0.9926 0.7304 0.0851 -0.146
C 0.5598 0.3017 -1.5188 -0.302
H 1.2809 0.5557 1.3139 0.385
H 0.9672 -0.8089 2.2308 0.369
H -2.0446 0.9794 0.0969 0.207
H 1.2766 0.4328 -2.3255 0.211
H -1.8293 -0.8424 2.5722 0.223
H -2.4027 -1.3338 0.9657 0.230
H -1.0653 -2.2031 1.7381 0.218
H 1.7692 -2.1135 -1.6761 0.221
H 0.6476 -3.0027 -0.6729 0.203
H 1.8079 -1.8830 0.0931 0.203
H -0.9289 3.2788 -1.1375 0.218
H 0.5539 2.9989 -2.0438 0.211
H 0.6152 3.2823 -0.2900 0.214
```

Calculated values
total charge	0
energy relative to the best compared isomer or geometry (same formula, charge and spin)	4.276	eV
Kohn-Sham gap (alpha / beta)	7.27 / 7.26	eV
highest occupied orbital energy (alpha / beta)	-6.676 / -6.674	eV
LUMO (alpha / beta)	0.6 / 0.6	eV


- Look up the energy relative to the best compared isomer or geometry (same formula, charge and spin) of the sixth one.
  3.942 eV


- Look up the energy relative to the best compared isomer or geometry (same formula, charge and spin) of the second one.
  4.276 eV


What did the fourth record say?
A gas-phase ion, C8H13N2 (charge +1) in a non-equilibrium geometry, computed with the ωB97M-V functional and the def2-TZVPD basis.

Structure (XYZ):
```
23
Properties=species:S:1:pos:R:3:nbo_charge:R:1
C -3.4758 0.8949 -0.3283 -0.193
C -3.7990 -0.4543 0.0656 -0.224
C -2.1063 1.0729 -0.3709 -0.088
C -2.5817 -1.0934 0.2579 -0.053
C 0.8465 0.4519 0.6222 -0.261
C 1.6650 -0.8651 -1.0402 -0.396
C -0.3492 -0.4749 0.4248 0.191
C 3.3591 0.4429 0.1069 -0.429
N -1.5299 -0.1611 -0.0274 -0.342
N 2.0668 -0.3248 0.2517 -0.371
H -4.0852 1.6678 -0.4175 0.224
H -4.8198 -0.9936 0.0203 0.265
H -1.6486 2.0137 -0.6933 0.248
H -2.5127 -2.0446 0.5829 0.227
H 0.9661 1.4014 -0.0083 0.244
H 0.9618 0.8219 1.6024 0.225
H 2.2601 -1.7693 -1.4234 0.216
H 1.7771 -0.0868 -1.6659 0.158
H -0.3164 -1.3304 1.0401 0.217
H 3.4303 1.1256 0.9190 0.225
H 4.2516 -0.1855 -0.0087 0.253
H 3.3676 0.9555 -0.8477 0.232
H 2.2725 -1.0648 0.9379 0.432
```

Calculated values
total charge	+1
energy relative to the best compared isomer or geometry (same formula, charge and spin)	6.215	eV
Kohn-Sham gap (alpha / beta)	6.81 / 7.98	eV
highest occupied orbital energy (alpha / beta)	-11.295 / -12.233	eV
LUMO (alpha / beta)	-4.5 / -4.2	eV